{"formula": "C5H10S", "method": "ωB97M-V with the def2-TZVPD basis set", "total_charge": 0, "homo_lumo_gap_ev": [7.4, 7.4], "e_homo_ev": [-7.343, -7.346], "de_lowest_kj_mol": 710.8, "elements": ["C", "C", "C", "C", "C", "S", "H", "H", "H", "H", "H", "H", "H", "H", "H", "H"], "coordinates": [[1.1958, -0.0512, -0.6624], [-0.8401, 1.3839, -2.2282], [1.3462, -0.6763, 0.6772], [-0.0194, -1.2611, 1.1475], [-0.9804, -0.1143, 1.3506], [-0.2588, 0.8871, -0.6897], [1.3487, -0.6341, -1.4550], [-1.2552, 2.3303, -2.2860], [-1.2509, 0.6209, -2.8940], [1.9919, -1.4138, 0.5146], [1.6475, 0.1272, 1.3739], [-0.4276, -1.7534, 0.3346], [0.0507, -2.0966, 1.9205], [-1.9665, -0.1937, 1.2546], [-0.6012, 0.7340, 1.9720], [0.0194, 2.1110, -0.3304]], "atomic_forces_ev_per_a": [[-2.11, 3.04, 2.98], [0.80, -2.83, 1.01], [-3.13, 3.16, 0.48], [-0.24, 0.67, 1.76], [5.73, 1.67, -0.12], [0.40, -1.56, -1.79], [0.50, -1.92, -3.49], [-0.65, 1.72, 0.24], [0.22, 0.10, 0.45], [3.13, -2.97, 0.14], [0.35, -0.85, 0.25], [-0.73, -1.44, -1.98], [0.08, 1.53, -0.35], [-3.93, -0.47, -0.40], [-0.56, -0.87, -0.16], [0.13, 1.00, 0.96]]}



{"formula": "C5H11AlClF3Zn", "method": "ωB97M-V with the def2-TZVPD basis set", "total_charge": -2, "homo_lumo_gap_ev": 5.4, "e_homo_ev": -0.236, "de_lowest_kj_mol": 2.9, "elements": ["Al", "Cl", "C", "C", "H", "H", "H", "H", "H", "H", "Zn", "C", "C", "H", "H", "H", "H", "H", "F", "C", "F", "F"], "coordinates": [[0.2034, 0.7976, -1.7806], [0.2335, 2.9422, -2.0189], [-1.6443, 0.1877, -2.2335], [1.5615, 0.1669, -3.1160], [-1.6381, -0.6949, -2.8858], [-2.2085, -0.0732, -1.3268], [-2.1831, 0.9926, -2.7468], [1.0880, -0.1079, -4.0673], [2.1276, -0.7006, -2.7541], [2.2753, 0.9756, -3.3197], [0.2114, -0.0906, 1.9568], [1.0798, 0.2543, 3.6922], [0.8232, -0.1430, 0.0702], [1.9083, -0.4575, 3.8434], [1.4779, 1.2812, 3.7090], [0.3490, 0.1290, 4.5024], [1.9258, 0.0111, 0.0908], [0.6986, -1.2229, -0.1990], [-1.6723, -2.2742, 2.0943], [-1.7079, -0.8974, 2.1096], [-2.5664, -0.5295, 1.0956], [-2.3427, -0.5465, 3.2843]], "atomic_forces_ev_per_a": [[0.48, -2.40, 1.76], [0.01, 1.29, 0.03], [-0.23, 0.09, 0.06], [0.13, 0.07, -0.30], [0.00, 0.01, -0.03], [0.12, 0.06, -0.17], [-0.13, -0.05, -0.11], [0.06, 0.00, -0.11], [-0.09, 0.05, 0.01], [0.06, -0.06, -0.07], [-0.17, -0.12, -0.99], [0.23, 0.19, 0.62], [0.25, 0.70, -1.19], [-0.09, 0.23, 0.06], [0.05, -0.21, 0.19], [0.20, 0.08, 0.09], [-0.17, -0.06, -0.15], [-0.05, 0.36, -0.11], [-0.84, -0.49, 0.12], [1.79, 1.16, -0.37], [-0.61, -0.48, 0.41], [-1.01, -0.41, 0.23]]}



{"formula": "C5H11AlO8P", "method": "ωB97M-V with the def2-TZVPD basis set", "total_charge": -1, "homo_lumo_gap_ev": 1.9, "e_homo_ev": -2.862, "de_lowest_kj_mol": 430.9, "elements": ["Al", "P", "O", "O", "O", "O", "C", "O", "H", "H", "H", "C", "C", "O", "C", "O", "O", "C", "H", "H", "H", "H", "H", "H", "H", "H"], "coordinates": [[15.6924, 0.3699, 1.4289], [16.0263, -1.1153, -3.7699], [14.6069, -0.8784, -3.2042], [16.5461, -2.1800, -2.7822], [16.8336, 0.1038, -3.3120], [16.2012, -1.4788, -5.2114], [14.3976, 1.3033, 8.6194], [14.3365, 1.0987, 7.2029], [13.8075, 2.1403, 8.9926], [14.1612, 0.4142, 9.2039], [15.4231, 1.4416, 8.9618], [22.8062, 3.1957, 8.4192], [22.2705, 4.2776, 7.4366], [21.4481, 3.5886, 6.4351], [21.9773, 2.8992, 5.4612], [21.2630, 2.4292, 4.5780], [23.2810, 2.6337, 5.6242], [23.9755, 2.0303, 4.5118], [23.7592, 2.7210, 8.1856], [22.0741, 2.4109, 8.6094], [22.9192, 3.6450, 9.4059], [23.1431, 4.7594, 6.9955], [21.7383, 5.0858, 7.9381], [23.4747, 1.1141, 4.1990], [24.9563, 1.8292, 4.9429], [24.0747, 2.6514, 3.6215]], "atomic_forces_ev_per_a": [[-0.02, -0.05, -0.09], [-0.90, 1.23, 1.37], [-0.27, -0.86, -0.80], [0.22, -0.41, -0.16], [1.16, 0.27, -0.31], [-0.21, -0.14, 0.25], [0.52, -0.70, -2.59], [-0.09, 0.32, 1.94], [-0.35, 0.32, 0.13], [-0.77, -0.56, 0.20], [0.72, 0.59, 0.08], [-0.52, 0.68, 0.88], [1.45, -1.89, 0.16], [-0.10, 2.00, 1.20], [-1.41, -2.01, -1.71], [1.62, 0.92, 1.05], [0.21, 0.68, -0.67], [-0.03, -0.47, 0.41], [-0.17, 0.26, -0.46], [-0.16, 0.01, -0.39], [0.20, 0.22, 0.08], [-0.15, -0.07, -0.51], [-0.73, -0.59, -0.28], [0.04, -0.01, 0.20], [-0.05, -0.14, -0.31], [-0.21, 0.42, 0.32]]}